Record 1
ORCA calculation (ωB97M-V/def2-TZVPD) on a structure of composition C5H7NaO4 in a non-equilibrium geometry.

CARTESIAN COORDINATES (ANGSTROEM)
H 0.638 2.352 -2.769
H 1.787 1.072 2.232
C -0.450 -1.908 2.086
O -0.389 -0.624 2.470
H 0.057 0.378 -3.895
C 0.916 1.209 1.581
Na -2.229 -1.307 -0.660
C 0.194 1.624 -2.072
H 1.034 1.286 -1.447
H 0.318 -3.548 2.580
H 0.719 2.196 1.159
O -1.113 -2.293 1.148
O 0.256 -2.635 2.897
O -0.650 -0.587 -2.285
C -0.030 0.281 1.542
C -0.278 0.446 -2.843
H -0.781 2.061 -1.725

Net charge: +1
Relative energy (zero: lowest compared OMol25 entry of this formula, charge and spin) in kcal/mol: 41.9
Kohn-Sham gap (alpha / beta) in eV: 8.9 / 9.3
Multiplicity: 2
<S²>: 0.756
LUMO (alpha / beta) in eV: -3.6 / -4.3

---

Record 2
ORCA calculation (ωB97M-V/def2-TZVPD) on a structure of composition C30H40N5PbS3SeSi.

CARTESIAN COORDINATES (ANGSTROEM)
S 1.817 -0.841 -1.949
C 0.322 4.950 -0.739
H -1.282 1.123 -6.029
C -1.063 5.506 -3.103
C -1.242 -6.869 8.401
N -2.255 -6.024 9.026
H 0.360 -0.396 0.423
H -0.364 1.399 4.262
H -1.797 -8.029 11.042
C -0.641 1.297 3.222
H -1.144 -6.589 7.358
H 2.929 -2.746 -2.850
H -1.588 5.728 -4.021
C -4.419 -5.146 11.724
C -1.939 1.942 1.363
C -4.160 -6.132 12.643
C 2.608 -1.799 -3.283
H -3.061 -7.911 13.161
H 0.855 -2.700 -4.183
H 4.059 2.144 -2.471
Si -2.165 3.271 -5.029
H -3.263 2.447 -1.541
C 0.031 6.272 -1.107
H -4.248 -3.603 9.246
H 3.511 -1.270 -3.582
C -0.661 6.536 -2.293
C -0.786 4.137 -2.767
H 3.945 0.792 -3.574
H -4.686 -6.126 13.587
N -1.687 1.235 -0.787
C 0.071 0.406 2.400
Se -2.506 -4.161 6.850
C 2.255 1.793 -5.385
C 1.717 -2.100 -4.479
C -2.247 1.529 -5.708
H 2.541 0.305 -6.878
C -2.669 2.105 -0.708
H -2.733 0.814 -5.036
C -2.514 -7.241 11.223
C -2.774 -6.241 10.281
H 3.131 2.364 -5.697
H -0.291 -6.734 8.912
H -1.558 -7.907 8.473
H 2.281 -2.700 -5.194
H -3.886 4.695 -3.899
C -0.066 3.913 -1.542
H 1.393 2.243 -5.883
H 0.346 7.090 -0.473
H 3.934 0.017 -1.228
Pb -0.558 0.759 -3.078
H -1.464 5.436 -6.076
H -0.876 7.558 -2.574
S 1.979 2.149 -3.623
C -1.323 4.373 -6.270
H -5.135 -4.360 11.914
C -1.670 2.067 2.722
H -3.586 3.207 0.821
N -1.161 3.117 -3.535
H -1.737 4.170 -7.261
N -2.871 2.556 0.542
C -2.817 -4.914 8.497
C 3.028 0.470 -1.633
H 0.864 -0.186 2.836
H 0.855 4.755 0.182
H -4.428 3.021 -4.058
C -3.701 -5.219 10.527
H -4.442 4.086 -5.452
H 3.311 -0.108 -5.366
C -1.204 1.104 0.522
C 2.416 0.337 -5.796
C 3.398 1.351 -2.819
S 0.987 -0.696 -5.368
N -3.692 -4.430 9.408
C -3.221 -7.164 12.396
H -2.218 2.755 3.352
C -0.191 0.299 1.045
C -3.878 3.824 -4.554
H 2.583 1.060 -0.829
H -0.248 4.188 -6.321
H -2.870 1.553 -6.606
H 0.152 2.898 -1.236

Net charge: +3
Relative energy (zero: lowest compared OMol25 entry of this formula, charge and spin) in kcal/mol: 3.6
Kohn-Sham gap (alpha / beta) in eV: 6.4 / 6.0
LUMO (alpha / beta) in eV: -8.6 / -9.1

---

> Which of these has the highest relative energy (zero: lowest compared OMol25 entry of this formula, charge and spin)?

C5H7NaO4

---

> What is the formula in the first record?

C5H7NaO4

---

> Which value of net charge does entry 1 give?

+1

---

> Which formula does entry 2 have?

C30H40N5PbS3SeSi